[1]
DFT (ωB97M-V/def2-TZVPD) results for a molecular structure, C21H29B2GaN5O4 in a non-equilibrium geometry.

Multiplicity: 1
Largest force on an atom (eV Å⁻¹): 2.22
DFT total energy (Eh): -3366.8344
Total charge: +1

Element x y z (Å)
Ga: -0.7725 -0.6428 -2.0970
B: -0.6934 -0.4957 -5.3702
N: -2.0128 -0.1663 -4.5834
C: -3.1724 0.2248 -5.1036
C: -3.8672 1.0040 -4.1654
C: -3.0710 0.9939 -3.0442
N: -1.9535 0.3199 -3.2852
N: 0.0816 -1.6181 -4.6372
C: 0.8430 -2.5607 -5.2256
C: 1.7683 -3.0130 -4.3053
C: 1.5075 -2.3632 -3.1305
N: 0.4837 -1.5079 -3.3195
H: 0.0128 0.5075 -5.4248
H: -0.9429 -0.9209 -6.5125
H: -3.4201 0.0879 -6.1492
H: -4.8671 1.4338 -4.3744
H: -3.2538 1.3769 -2.0713
H: 0.7415 -2.7730 -6.2919
H: 2.5737 -3.7634 -4.4593
H: 1.9443 -2.5216 -2.1601
O: -2.4807 -3.9645 -0.4560
C: -2.2677 -2.7579 -0.5270
O: -1.8607 -2.1424 -1.5516
C: -2.6448 -1.9335 0.7524
N: -2.7777 -2.8993 1.9107
C: -4.1384 -2.7499 2.5221
C: -5.0001 -2.1540 1.3717
C: -4.0492 -1.3109 0.5322
H: -1.8507 -1.1921 0.9262
H: -1.9973 -2.7880 2.5708
H: -2.6965 -3.8107 1.4593
H: -4.0563 -2.0510 3.3584
H: -4.4879 -3.7278 2.8219
H: -5.8131 -1.5604 1.8007
H: -5.4300 -2.9571 0.7900
H: -4.0477 -0.2708 0.7922
H: -4.3517 -1.3333 -0.5141
C: 4.2819 1.9410 4.7094
C: 4.2451 2.6465 3.3272
C: 5.5023 2.2987 2.5511
C: 4.2295 4.1676 3.6281
C: 2.9416 2.2635 2.5964
C: 1.6919 2.5469 3.1299
C: 0.4696 2.1151 2.5604
C: 0.5473 1.4301 1.4005
O: -0.4726 0.8877 0.6116
B: 0.1972 0.3167 -0.4913
O: 1.5862 0.4293 -0.3533
C: 1.7669 1.1138 0.8302
C: 2.9586 1.5529 1.3699
H: 5.2349 2.1121 5.2046
H: 4.1148 0.8616 4.5967
H: 3.5425 2.4219 5.3611
H: 6.3801 2.7592 3.0104
H: 5.4488 2.6918 1.5358
H: 5.5953 1.1912 2.4683
H: 5.1272 4.4622 4.1730
H: 3.3675 4.4578 4.1951
H: 4.2275 4.7152 2.6609
H: 1.5935 3.0218 4.0907
H: -0.4623 2.2997 3.0811
H: 3.9054 1.2971 0.9028

Atom charges from the Löwdin analysis, given in e for atoms 1 to 6: 0.6667, -0.3859, -0.0267, -0.0423, -0.0237, -0.1103



[2]
DFT (ωB97M-V/def2-TZVPD) results for a gas-phase ion, C4H10NO (charge +1) in a non-equilibrium geometry.

Relative energy (zero: lowest compared OMol25 entry of this formula, charge and spin) (kcal per mole): 31.5
Multiplicity: 1
Structure (SMILES): CC[C@@H]([NH3+])C=O
Largest force on an atom (eV Å⁻¹): 2.19
DFT total energy (Eh): -288.1129
Total charge: +1

Element x y z (Å)
C: 0.3794 0.1339 2.1490
C: -0.2908 -0.7404 1.1091
C: 0.2991 -0.4848 -0.2964
N: -0.6013 -1.1563 -1.3247
C: 0.5951 0.9299 -0.7477
O: -0.2800 1.7081 -0.9693
H: 0.1647 1.1907 2.0785
H: 1.4364 -0.1440 2.2268
H: 0.0973 -0.2837 3.1265
H: -1.3839 -0.7113 1.1693
H: 0.0119 -1.7603 1.3634
H: 1.2576 -0.9936 -0.2665
H: -0.1094 -1.8253 -1.9164
H: -1.4993 -1.4303 -0.9348
H: -0.7825 -0.4459 -2.0498
H: 1.6399 1.2607 -0.6582

Atom charges from the Löwdin analysis, given in e for atoms 1 to 6: -0.0816, -0.2007, -0.2419, 0.2459, -0.2066, 0.1303



[3]
DFT (ωB97M-V/def2-TZVPD) results for a single C3H12Si4 molecule in a non-equilibrium geometry.

Multiplicity: 3
<S²>: 2.0064
Largest force on an atom (eV Å⁻¹): 8.12
DFT total energy (Eh): -1279.1563
Total charge: 0

Element x y z (Å)
C: 0.2445 -1.1022 0.0573
C: -0.8892 -0.4843 -0.1447
C: 0.2784 0.4043 0.1211
Si: 1.4397 -2.5558 0.0792
Si: -2.7453 -0.3770 -0.1386
Si: 0.9450 1.2931 -1.5349
Si: 0.5482 1.6365 1.5918
H: 1.9765 -2.6054 1.4415
H: 2.3938 -2.0857 -0.9748
H: 0.5342 -3.6717 -0.1267
H: -3.3240 0.7343 -0.8025
H: -3.1476 0.0143 1.2022
H: -3.6650 -1.3205 -0.7783
H: 1.5379 2.5389 -1.0497
H: -0.2508 1.0946 -2.3622
H: 2.0898 0.6606 -1.9736
H: 0.0759 1.1144 2.7795
H: -0.1772 2.9116 0.9803
H: 2.1350 1.8001 1.6330

Atom charges from the Löwdin analysis, given in e for atoms 1 to 6: -0.4677, -0.4906, -0.6515, 0.6346, 0.6082, 0.6859



[4]
DFT (ωB97M-V/def2-TZVPD) results for a molecular structure, ClH3NOP in a non-equilibrium geometry.

Relative energy (zero: lowest compared OMol25 entry of this formula, charge and spin) (kcal per mole): 23.2
Multiplicity: 1
Largest force on an atom (eV Å⁻¹): 5.34
DFT total energy (Eh): -933.3573
Total charge: 0

Element x y z (Å)
N: -0.6199 -0.1785 0.5925
O: 1.3793 0.4227 -0.4867
P: 0.1478 1.2173 0.0441
Cl: -1.0115 1.6257 -2.3826
H: -1.5000 -0.2350 1.2416
H: -0.5431 -0.9984 0.0188
H: 1.8700 0.9874 -0.9682

Atom charges from the Löwdin analysis, given in e for atoms 1 to 6: -0.2155, -0.2865, 0.7384, -0.3611, 0.1116, 0.0350